The following is a DFT calculation (the ωB97M-V functional and the def2-TZVPD basis) of a molecular structure, C38H28AsN14RbS4Se in a non-equilibrium geometry.

```
87
Properties=species:S:1:pos:R:3:lowdin_charge:R:1
Rb -0.46317 0.19975 -0.07581 0.31
Se 5.35045 6.27107 -2.76048 1.04
N 4.39788 5.02290 -3.61976 -0.23
C 3.52901 4.55320 -2.75559 -0.35
C 2.59780 3.49098 -3.06103 -0.10
C 2.47137 2.96702 -4.35295 -0.01
C 1.61343 1.91746 -4.56757 -0.03
C 0.91428 1.39999 -3.47076 -0.09
N 1.01058 1.89330 -2.25489 0.12
C 1.80946 2.94120 -2.03056 -0.15
C 1.83863 3.52739 -0.68547 -0.15
N 1.05476 2.99367 0.25719 0.14
C 1.02199 3.53773 1.45318 -0.09
C 1.76579 4.66868 1.80622 -0.03
C 2.60465 5.21151 0.86477 -0.01
C 2.66824 4.63499 -0.40868 -0.11
C 3.57270 5.11660 -1.42847 -0.36
N 4.48009 6.03876 -1.20903 -0.23
H 3.04833 3.41430 -5.15183 0.11
H 1.47211 1.50027 -5.55468 0.11
H 0.23624 0.55871 -3.59451 0.12
H 0.36720 3.06306 2.17814 0.11
H 1.68587 5.09654 2.79603 0.10
H 3.21810 6.07983 1.06846 0.11
N 5.74313 0.81355 -0.88400 0.01
C 4.58412 1.36550 -0.47621 -0.15
N 3.75685 0.43134 -0.09844 0.17
C 4.46772 -0.71805 -0.29153 -0.31
N 5.68592 -0.52205 -0.77038 0.11
C 3.93962 -2.05030 0.00099 -0.22
C 4.71767 -3.19554 -0.16450 -0.09
N 4.24161 -4.41107 0.06702 0.07
C 2.96909 -4.48323 0.46159 -0.11
C 2.19369 -3.34805 0.64950 -0.10
N 2.67962 -2.13332 0.42766 0.13
H 6.56681 1.25585 -1.24745 0.14
H 4.40392 2.42899 -0.46672 0.12
H 5.75024 -3.12035 -0.48455 0.10
H 2.57570 -5.47846 0.62451 0.10
H 1.14938 -3.39347 0.95060 0.09
S -5.85835 0.68290 -2.43012 -0.38
As -4.17105 0.18648 -1.19847 -0.68
S -2.96901 -1.31521 -2.19083 -0.22
S -3.00902 1.95425 -0.79493 -0.35
S -4.89117 -0.61256 0.67785 -0.16
N -1.57787 -4.11717 -1.09944 0.11
C -1.97661 -3.63684 0.15151 -0.34
C -3.27829 -3.92049 0.57502 -0.04
C -3.71162 -3.39905 1.77180 -0.14
C -2.83108 -2.64853 2.54381 -0.12
C -1.54779 -2.48460 2.07106 -0.17
N -1.11544 -2.97312 0.90702 0.09
C -0.61004 -3.60094 -1.93595 -0.36
C -0.54392 -4.08916 -3.25526 -0.02
C 0.44910 -3.62065 -4.08340 -0.09
C 1.33871 -2.65805 -3.61026 -0.09
C 1.16085 -2.21476 -2.31363 -0.18
N 0.23435 -2.68578 -1.48845 0.10
H -2.33607 -4.54426 -1.60190 0.12
H -3.95070 -4.47220 -0.06946 0.11
H -4.73566 -3.53936 2.08726 0.10
H -3.15776 -2.16214 3.45239 0.10
H -0.80914 -1.92261 2.63785 0.09
H -1.27782 -4.80029 -3.61189 0.11
H 0.53223 -3.99574 -5.09638 0.10
H 2.12392 -2.25282 -4.23624 0.09
H 1.79490 -1.43441 -1.89859 0.08
C -3.60323 1.56141 4.05931 -0.04
C -2.94452 1.82537 5.24737 -0.09
C -1.56454 1.67237 5.31096 -0.04
C -0.88996 1.25616 4.16776 -0.25
N -1.53210 0.99155 3.02763 0.12
C -2.85045 1.14082 2.96372 -0.13
C 0.58302 1.06212 4.11827 -0.23
C 1.46569 1.67643 5.00725 -0.03
C 2.82312 1.43193 4.87507 -0.09
C 3.26794 0.59937 3.86043 -0.07
C 2.31894 0.05120 3.00395 -0.12
N 1.01866 0.26951 3.13632 0.13
H -4.67462 1.67131 3.96444 0.11
H -3.49885 2.14111 6.12401 0.09
H -1.03566 1.84431 6.24080 0.09
H -3.33284 0.90243 2.01188 -0.02
H 1.10268 2.34735 5.77444 0.10
H 3.53261 1.89756 5.54931 0.10
H 4.32078 0.38620 3.72819 0.09
H 2.60475 -0.57481 2.16644 0.07
```

Its total charge is -2. Its spin multiplicity is 1. Its HOMO-LUMO gap is 1.82 eV. Its LUMO energy is 2.23 eV. The total energy is -230906.5757 eV. The calculation puts the HOMO energy at 0.40 eV.

=====

The following is a DFT calculation (the ωB97M-V functional and the def2-TZVPD basis) of a single C38H28BF3O3S molecule in a non-equilibrium geometry.

```
74
Properties=species:S:1:pos:R:3:lowdin_charge:R:1
C 5.22651 0.42755 0.81025 -0.06
O 4.60359 1.19533 1.87662 -0.09
C 3.29896 0.89224 2.15004 -0.27
C 2.57355 1.73894 3.02776 0.00
C 1.34395 1.33623 3.52827 -0.07
C 0.81719 0.06677 3.18753 -0.20
C -0.08922 -0.79540 3.97749 -0.19
C -1.10582 -1.45477 3.13995 -0.06
C -1.85565 -0.92616 1.92141 -0.03
C -2.70010 -1.90640 1.40356 -0.08
C -2.69675 -3.27366 1.67182 -0.10
C -1.95122 -3.77166 2.71353 -0.08
C -1.18247 -2.84014 3.39296 -0.07
C -1.95148 0.34566 1.04810 -0.06
C -1.97483 1.70827 1.48066 -0.04
C -1.98826 2.81742 0.60460 -0.03
C -2.48205 2.68590 -0.68460 -0.08
C -2.77087 1.38931 -1.10636 -0.08
C -2.43317 0.27655 -0.31104 -0.03
C 1.40431 -0.59559 2.08404 -0.01
C 2.66643 -0.25954 1.62111 -0.01
H 6.16864 0.93823 0.62383 0.09
H 5.42752 -0.60821 1.11624 0.08
H 4.59466 0.43418 -0.08879 0.10
H 3.03329 2.68272 3.32360 0.12
H 0.81288 1.98726 4.21057 0.08
H -3.39529 -1.63064 0.61477 0.09
H -3.29528 -3.91129 1.02810 0.10
H -1.96157 -4.84863 2.99243 0.12
H -0.51632 -3.26851 4.13272 0.05
H -1.69794 3.80341 0.96726 0.12
H -2.65327 3.56605 -1.31023 0.11
H -3.22277 1.24647 -2.09372 0.11
H -2.68239 -0.68158 -0.77456 0.10
H 0.95876 -1.52047 1.72775 0.13
H 3.15553 -0.89126 0.86508 0.11
C -0.68470 0.57251 8.85227 -0.09
C -0.38579 -0.15444 7.58761 -0.58
C -0.90794 -1.43119 7.30384 -0.12
C -0.50777 -2.04765 6.14857 -0.01
C 0.38005 -1.29069 5.17903 -0.45
B -2.53302 2.08690 2.82559 -0.51
C 1.79250 -1.92091 5.04725 -0.17
C 2.97385 -1.20257 5.12059 -0.03
C 4.11823 -1.67695 4.48022 0.01
C 4.07007 -2.91467 3.85457 -0.14
C 5.18475 -3.37871 2.96348 -0.51
F 5.62873 -4.62674 3.30154 0.12
F 4.74357 -3.44425 1.65486 0.10
F 6.25974 -2.53095 2.97341 0.11
C 2.95781 -3.74046 3.99528 0.01
C 1.85689 -3.26189 4.68977 -0.01
O -3.53626 1.29868 3.42380 0.20
C -4.04590 2.08329 4.42401 -0.17
C -3.22736 3.24490 4.52927 -0.18
C -3.74241 4.45703 4.95105 0.00
C -5.11905 4.49542 5.18773 -0.09
C -5.90377 3.34566 5.14011 -0.09
C -5.37390 2.09103 4.81945 0.00
O -2.20186 3.20268 3.61498 0.19
S 0.62949 0.34315 6.34070 1.15
H -1.22132 -0.11279 9.51508 0.08
H 0.22853 0.88169 9.37220 0.09
H -1.34327 1.42663 8.66248 0.09
H -1.58676 -1.86841 8.02894 0.12
H -0.83853 -3.05932 5.93587 0.11
H 3.01710 -0.24747 5.64851 0.09
H 5.03054 -1.08146 4.46039 0.13
H 2.91894 -4.73626 3.57019 0.13
H 1.01545 -3.92329 4.87312 0.11
H -3.09926 5.32551 4.90562 0.12
H -5.54781 5.48461 5.34173 0.10
H -6.97564 3.44032 5.29852 0.10
H -5.96981 1.18529 4.76958 0.12
```

Its total charge is 0. Its spin multiplicity is 1. The value obtained for the energy relative to the best compared isomer or geometry (same formula, charge and spin) is 0.000 eV. Its HOMO-LUMO gap is 4.55 eV. Its LUMO energy is -1.39 eV. The total energy is -65663.1500 eV. The calculation puts the HOMO energy at -5.94 eV.

=====

The following is a DFT calculation (the ωB97M-V functional and the def2-TZVPD basis) of a molecular structure, C38H28MnN5O7PS2 in a non-equilibrium geometry.

```
82
Properties=species:S:1:pos:R:3:mulliken_spin:R:1
Mn -0.21485 -0.02459 1.93686 0.99
N -0.16217 4.37666 2.23902 0.00
C -0.10098 3.03309 1.98714 0.00
S -1.25889 2.03375 2.74017 -0.01
N 0.89392 2.69562 1.17401 0.00
N 0.94480 1.38616 0.91028 -0.03
C 1.91391 0.94017 0.20805 0.01
C 3.04227 1.74846 -0.33129 0.00
C 2.87235 3.01412 -0.89637 0.00
C 3.95146 3.69930 -1.43966 0.00
C 5.22818 3.15656 -1.40576 0.00
C 5.41980 1.91846 -0.80656 0.00
C 4.33907 1.22495 -0.28116 0.00
C 1.87342 -0.52673 -0.02208 0.00
C 2.54878 -1.13516 -1.07095 0.00
C 2.53859 -2.51511 -1.18871 0.00
C 1.84066 -3.25818 -0.26174 0.00
C 1.10881 -2.57415 0.69386 0.00
N 1.10743 -1.24806 0.80011 0.01
H -1.04161 4.70107 2.60007 0.00
H 0.30915 4.96200 1.56706 0.00
H 1.88552 3.44941 -0.91717 0.00
H 3.79128 4.67236 -1.89011 0.00
H 6.06670 3.69161 -1.83729 0.00
H 6.41391 1.49227 -0.73691 0.00
H 4.50676 0.27595 0.21456 0.00
H 3.07668 -0.51732 -1.78406 0.00
H 3.07327 -3.00401 -1.99389 0.00
H 1.82805 -4.33877 -0.27953 0.00
H 0.49691 -3.11089 1.40709 0.00
O -3.85905 -2.35367 0.55023 0.00
S -3.65156 -1.12986 1.29985 0.01
O -4.51999 -0.94237 2.43690 0.00
O -2.23430 -0.90949 1.61214 0.00
C -4.11573 0.15683 0.12867 0.00
C -5.47673 0.46167 0.12432 0.00
C -6.00496 1.31634 -0.82365 0.00
C -5.17541 1.84386 -1.80257 0.00
C -3.82169 1.54801 -1.80073 0.00
C -3.25032 0.72495 -0.82271 0.01
P -1.41860 0.39769 -0.76896 -0.01
C -0.74230 1.81219 -1.73987 0.00
C -1.07404 3.09075 -1.27050 0.00
C -0.53019 4.22880 -1.84626 0.00
C 0.38837 4.11649 -2.88686 0.00
C 0.77951 2.85876 -3.31264 0.00
C 0.22697 1.71770 -2.73687 0.00
C -1.41010 -1.01864 -1.96631 0.00
C -1.36367 -2.30800 -1.44057 0.01
C -1.39925 -3.41916 -2.27693 0.00
C -1.47963 -3.25769 -3.65069 0.00
C -1.55467 -1.97716 -4.18814 0.00
C -1.53046 -0.87059 -3.35253 -0.01
H -6.09887 0.01355 0.88920 0.00
H -7.06001 1.56434 -0.80996 0.00
H -5.58027 2.49318 -2.57175 0.00
H -3.19613 1.96802 -2.57744 0.00
H -1.76830 3.18433 -0.43967 0.00
H -0.81325 5.20755 -1.47484 0.00
H 0.81574 5.00497 -3.33737 0.00
H 1.53190 2.75947 -4.08636 0.00
H 0.56684 0.74364 -3.06568 0.00
H -1.33901 -2.44277 -0.36681 0.00
H -1.36729 -4.41272 -1.84352 0.00
H -1.50322 -4.12330 -4.30326 0.00
H -1.64624 -1.84158 -5.26035 0.00
H -1.62875 0.11640 -3.78408 0.00
O 0.88899 -6.53183 4.50252 0.00
C 1.52410 -5.52856 4.90943 0.00
O 2.52446 -5.45710 5.65430 0.00
C 0.96229 -4.17139 4.42336 0.00
C -0.30577 -4.09703 3.85503 0.00
C -0.76460 -2.88630 3.37152 0.00
N -0.02577 -1.76867 3.40212 0.02
C 1.17342 -1.81813 3.98049 -0.02
C 1.69408 -2.99250 4.51072 0.00
C 1.93939 -0.50290 3.99305 0.02
O 2.94072 -0.41543 4.70725 0.00
O 1.44354 0.39686 3.23868 -0.01
H -0.90461 -4.99556 3.78583 0.00
H -1.74581 -2.79313 2.91959 0.00
H 2.66705 -2.97983 4.97762 0.00
```

Its total charge is -2. Its spin multiplicity is 2. The value obtained for the energy relative to the best compared isomer or geometry (same formula, charge and spin) is 1.653 eV. Its HOMO-LUMO gap (spin up / spin down) is 6.71 / 6.47 eV. Its LUMO energy (spin up / spin down) is 3.73 / 3.73 eV. The total energy is -123927.5200 eV. The calculation puts the HOMO energy (spin up / spin down) at -2.98 / -2.74 eV.